1.
Density functional theory data (wB97M-V/def2-TZVPD) for a molecular structure, C19H18HgN3O7.

Calculated values
LUMO energy, Ha: -0.3207
Spin multiplicity: 1
Net charge: +1
HOMO, eV: -12.16
DFT total energy, eV: -42951.9559

Geometry as XYZ:
```
48
Properties=species:S:1:pos:R:3:mulliken_charge:R:1
Hg -1.114 -3.692 -3.319 1.229
O -3.648 5.839 -0.373 -0.598
O 4.127 -5.110 4.495 -0.567
O 0.368 -2.197 -2.511 -0.560
O -2.762 -2.906 -1.428 -0.606
O -2.849 7.218 -1.796 -0.592
O 3.479 -3.150 5.096 -0.577
O -4.696 -1.938 -1.470 -0.528
N -2.884 6.141 -1.258 1.002
N -3.580 -2.066 -1.051 0.911
N 3.841 -3.952 4.255 0.947
C -3.714 0.528 1.642 -0.540
C 4.003 -2.616 0.256 -0.561
C 3.949 -4.420 1.822 -0.297
C -0.859 3.004 -1.390 0.001
C 3.932 -3.517 2.873 0.138
C 0.991 -1.172 -1.838 -0.011
C -3.127 -1.145 -0.011 0.190
C 4.016 -3.977 0.511 -0.536
C -1.827 -1.216 0.500 -0.535
C -0.927 5.471 -2.635 -0.444
C -1.805 3.939 -0.976 -0.524
C -1.482 -0.376 1.544 -0.419
C 3.875 -1.716 1.282 -0.329
C 0.120 3.334 -2.305 -0.421
C -4.046 -0.280 0.567 -0.276
C -1.846 5.153 -1.646 0.083
C 0.045 4.553 -2.991 -0.461
C 3.873 -2.126 2.610 -0.418
C -2.462 0.379 2.197 -0.592
H -1.097 6.389 -3.180 0.421
H 0.890 2.643 -2.623 0.328
H 0.725 4.812 -3.789 0.380
H 3.678 -0.664 1.114 0.387
H 4.144 -5.460 2.050 0.414
H 2.038 -1.402 -1.610 0.063
H -5.072 -0.314 0.224 0.463
H 0.618 -0.876 -0.842 0.026
H -2.166 0.911 3.092 0.388
H 3.684 -1.423 3.406 0.432
H -0.825 2.035 -0.906 0.341
H -0.495 -0.367 1.985 0.499
H 4.119 -4.647 -0.331 0.404
H -1.181 -1.936 0.016 0.613
H 4.039 -2.299 -0.780 0.562
H -2.488 3.689 -0.178 0.512
H 0.875 -0.229 -2.383 0.182
H -4.476 1.152 2.086 0.476
```

---

2.
Density functional theory data (wB97M-V/def2-TZVPD) for a molecular structure, C24H34N2O12Pt.

Calculated values
LUMO energy (spin up / spin down), Ha: 0.0468 / -0.0291
Spin multiplicity: 4
Net charge: -1
HOMO (spin up / spin down), eV: -3.99 / -3.99
DFT total energy, eV: -56229.4773
<S²>: 3.778

Geometry as XYZ:
```
73
Properties=species:S:1:pos:R:3:mulliken_spin:R:1
Pt -5.690 1.279 7.648 1.164
O -6.595 0.935 5.521 0.194
O -6.526 -1.177 8.873 0.038
O -3.081 -1.739 12.916 0.015
O -7.218 1.499 11.420 0.226
O -6.102 -0.157 0.217 0.000
O -8.361 -0.815 1.644 -0.001
O -5.257 -1.336 14.517 0.149
O -4.492 2.169 3.933 -0.002
O -4.722 -0.713 6.952 0.103
O -0.691 3.030 6.811 0.000
O -6.408 3.391 7.388 0.111
O -4.810 1.189 9.757 0.054
N -7.794 1.159 8.452 0.118
N -3.728 1.871 6.739 0.141
C -5.279 -0.839 13.416 0.077
C -5.363 1.394 3.370 -0.011
C -7.502 3.539 8.298 0.004
C -5.949 -2.326 9.410 0.003
C -6.589 4.199 6.252 0.005
C -2.761 0.800 7.011 -0.002
C -3.972 -0.954 12.518 -0.027
C -7.487 -0.221 2.273 0.004
C -4.980 0.555 10.884 -0.054
C 0.533 3.535 6.264 0.001
C -3.067 3.154 7.192 -0.005
C -3.930 -0.161 11.267 0.156
C -8.419 -0.080 7.995 0.008
C -6.371 0.061 12.923 0.409
C -6.171 0.230 1.430 -0.001
C -6.483 0.824 4.221 0.015
C -5.324 -1.824 6.313 0.007
C -7.483 0.065 3.711 -0.001
C -3.396 -0.517 6.451 -0.002
C -1.849 3.641 6.307 0.009
C -5.149 1.107 2.088 0.001
C -8.458 2.377 7.917 0.005
C -7.935 -1.309 8.751 -0.006
C -6.254 0.742 11.706 0.097
H -5.798 4.107 5.508 0.002
H -1.922 3.353 5.259 0.000
H -7.251 0.183 13.537 -0.009
H -5.340 -1.809 5.223 0.001
H -8.109 -2.161 8.094 0.001
H -8.314 -0.297 6.932 -0.002
H -7.497 3.861 5.751 0.002
H -7.987 4.515 8.294 -0.004
H 0.523 4.624 6.217 0.000
H -3.445 -0.519 5.362 0.002
H -3.837 3.924 7.142 -0.001
H -4.354 1.543 1.502 0.000
H -3.696 1.990 5.737 0.011
H 0.634 3.138 5.254 0.000
H -8.658 2.297 6.848 -0.006
H -9.497 -0.012 8.143 0.000
H -1.844 4.720 6.467 0.000
H -8.245 -0.363 4.346 0.000
H -3.065 -0.281 10.633 0.009
H -6.322 -1.908 6.743 -0.003
H -4.864 -2.219 9.410 0.000
H -6.740 5.265 6.418 0.000
H -7.878 1.127 9.458 -0.004
H -1.824 1.057 6.517 0.001
H -4.840 -2.751 6.621 -0.001
H -2.741 3.215 8.231 0.001
H -2.724 -1.320 6.753 -0.001
H -7.122 3.474 9.317 0.001
H -6.316 -2.447 10.429 -0.004
H -8.400 -1.508 9.716 0.000
H -9.396 2.515 8.455 0.003
H -2.493 0.666 8.059 -0.002
H 1.407 3.214 6.832 0.000
H -6.134 -3.186 8.766 0.000
```

---

3.
Density functional theory data (wB97M-V/def2-TZVPD) for 2 unconnected molecules or ions with the total composition C3HBrF2.

Calculated values
LUMO energy, Ha: -0.0426
Spin multiplicity: 1
HOMO, eV: -10.11
DFT total energy, eV: -78598.6774
Energy above the lowest of the compared OMol25 structures with the same formula, charge and spin, kcal/mol: 82.4

Geometry as XYZ:
```
7
Properties=species:S:1:pos:R:3:mulliken_charge:R:1
Br -1.048 -0.282 -2.576 -0.003
F -1.877 -0.203 0.008 -0.107
F -0.375 -1.757 -0.237 -0.092
C 1.254 1.035 1.310 -0.213
C 0.830 0.595 0.263 -0.417
C -0.830 -0.638 -0.669 0.506
H 2.046 1.250 1.901 0.325
```

---

4.
Density functional theory data (wB97M-V/def2-TZVPD) for 3 unconnected molecules or ions with the total composition C37H30NO6Si.

Calculated values
LUMO energy, Ha: -0.1750
Spin multiplicity: 1
Net charge: +1
HOMO, eV: -11.36
DFT total energy, eV: -60504.6515

Geometry as XYZ:
```
75
Properties=species:S:1:pos:R:3:mulliken_charge:R:1
Si 5.118 -2.401 2.112 0.316
O -3.747 -0.734 -4.037 -0.704
O 0.332 -3.117 -1.513 -0.765
O -1.221 -3.166 2.723 -0.390
O 0.200 -4.767 3.266 -0.464
O -0.635 2.445 0.389 -0.737
O -3.810 6.718 -0.218 -0.653
N 2.936 -0.597 2.670 0.216
C -0.112 -3.497 2.954 -0.053
C 5.417 -4.109 2.827 -1.163
C -3.588 2.328 -2.585 -0.124
C -2.583 2.335 -1.630 -0.552
C 0.526 -2.833 -4.296 -0.585
C -1.732 6.914 1.636 -0.628
C 1.684 -0.206 2.954 -0.647
C -1.145 4.649 1.055 0.119
C 0.680 -1.140 3.083 -0.484
C -4.434 3.425 -2.714 -0.836
C -2.992 -1.997 0.738 -0.305
C -1.956 5.771 0.880 0.401
C 0.987 -2.478 2.884 1.419
C -4.267 4.533 -1.900 -0.621
C -2.838 -1.306 -3.473 0.597
C 0.555 -2.671 -5.671 -0.512
C -1.824 -2.179 -1.355 0.117
C -4.039 -1.345 0.093 -0.918
C -0.710 6.938 2.569 -0.474
C -0.609 -2.612 -2.098 0.531
C -0.129 4.674 2.003 -0.481
C 6.225 -1.158 2.998 -1.125
C -3.074 5.762 -0.107 0.631
C -1.653 -1.799 -4.230 0.133
C -0.580 -2.406 -3.571 0.145
C -0.520 -2.082 -6.328 -0.549
C 0.088 5.814 2.758 -0.534
C -2.414 3.440 -0.806 -0.069
C 3.304 -1.883 2.485 -0.119
C -3.981 -1.114 -1.272 -0.449
C -1.890 -2.410 0.009 -0.529
C -1.339 3.425 0.225 0.512
C -2.878 -1.536 -2.004 0.420
C 2.298 -2.835 2.595 -0.229
C -1.619 -1.643 -5.609 -0.499
C 5.516 -2.396 0.294 -1.063
C -3.254 4.549 -0.950 0.284
H 0.882 5.832 3.492 0.397
H 6.145 -4.055 3.630 0.370
H 1.485 0.845 3.073 0.454
H 6.365 -1.498 4.021 0.337
H -1.927 1.481 -1.527 0.644
H -4.918 5.390 -2.000 0.490
H -2.359 7.783 1.488 0.488
H -3.041 -2.178 1.798 0.553
H -0.328 -0.843 3.319 0.564
H -4.793 -0.600 -1.767 0.528
H -5.222 3.414 -3.455 0.441
H 0.492 3.800 2.141 0.478
H 1.415 -3.008 -6.234 0.409
H 5.793 -4.798 2.076 0.364
H -1.070 -2.912 0.487 0.535
H 4.825 -2.958 -0.329 0.370
H -0.498 -1.965 -7.403 0.411
H 4.526 -4.573 3.245 0.326
H 1.357 -3.294 -3.781 0.472
H 2.566 -3.866 2.441 0.069
H 5.735 -0.186 3.069 0.316
H -4.899 -1.012 0.659 0.433
H 0.965 -5.076 2.766 0.348
H -3.717 1.468 -3.228 0.442
H -0.533 7.831 3.152 0.398
H -2.455 -1.181 -6.116 0.502
H 5.603 -1.398 -0.130 0.345
H 3.643 0.126 2.596 0.277
H 7.171 -1.017 2.491 0.328
H 6.498 -2.855 0.193 0.333
```

---

5.
Density functional theory data (wB97M-V/def2-TZVPD) for a gas-phase ion, C5H6O8S2 (charge -2).

Calculated values
SMILES: C[C@@H](/C([O-])=C(/C=O)S(=O)(=O)[O-])S(=O)(=O)O
LUMO energy, Ha: 0.1957
Spin multiplicity: 1
Net charge: -2
HOMO, eV: -0.64
DFT total energy, eV: -43331.6029
Energy above the lowest of the compared OMol25 structures with the same formula, charge and spin, kcal/mol: 22.5

Geometry as XYZ:
```
21
Properties=species:S:1:pos:R:3:mulliken_charge:R:1
S 0.857 1.894 -1.379 1.231
S -0.646 -2.493 -0.064 1.370
O 1.040 0.705 -2.208 -0.784
O 2.629 2.836 1.364 -0.672
O -1.675 -3.139 -0.835 -0.715
O -1.132 -2.459 1.441 -0.565
O 1.710 2.989 -1.716 -0.733
O 0.469 -0.613 1.739 -0.834
O -0.517 2.430 -1.213 -0.747
O 0.604 -3.159 -0.170 -0.675
C -0.387 -0.757 -0.505 -0.585
C -1.761 -0.109 -0.270 -1.040
C 0.390 -0.140 0.553 0.467
C 1.988 1.798 1.257 -0.044
C 1.257 1.281 0.194 -0.036
H -2.055 -0.072 0.833 0.236
H 1.993 1.190 2.210 0.212
H -2.505 -0.722 -0.838 0.312
H -1.802 0.780 -0.774 0.482
H 0.148 -0.507 -1.399 0.672
H -0.605 -1.733 1.779 0.450
```

---

6.
Density functional theory data (wB97M-V/def2-TZVPD) for a gas-phase ion, C19H24NO2 (charge +1).

Calculated values
SMILES: O[C@H](COCc1ccccc1)C[N@H+]1CCc2ccccc2C1
LUMO energy, Ha: -0.0810
Spin multiplicity: 1
Net charge: +1
HOMO, eV: -11.97
DFT total energy, eV: -25671.6042
Energy above the lowest of the compared OMol25 structures with the same formula, charge and spin, kcal/mol: 5.2

Geometry as XYZ:
```
46
Properties=species:S:1:pos:R:3:mulliken_charge:R:1
O 0.578 -0.467 0.860 -0.521
O 2.203 1.135 -1.929 -0.542
N -0.367 1.755 -0.325 0.439
C 2.153 -4.242 2.207 -0.629
C -0.717 1.749 -1.761 -1.023
C 3.330 -1.776 2.658 -0.231
C 1.403 -3.087 2.085 -0.247
C -3.876 0.610 -3.484 -0.653
C 1.049 2.097 -0.082 -0.974
C -2.684 1.948 0.413 -1.041
C -3.097 1.493 -0.963 0.673
C 1.987 -1.846 2.313 0.293
C 1.497 -0.436 -0.210 -0.739
C 3.490 -4.167 2.562 -0.411
C -4.422 1.160 -1.217 -0.784
C -1.320 2.625 0.400 -0.748
C 1.162 -0.595 2.162 -0.776
C 4.077 -2.934 2.789 -0.607
C -4.812 0.722 -2.469 -0.585
C 2.023 0.993 -0.539 0.045
C -2.555 0.933 -3.240 -0.779
C -2.159 1.373 -1.983 0.910
H -0.474 0.795 0.063 0.385
H -4.175 0.271 -4.463 0.416
H 5.117 -2.872 3.067 0.399
H 2.337 -1.110 -0.014 0.575
H -0.528 2.754 -2.155 0.414
H 0.958 -0.815 -1.086 0.281
H 1.180 2.265 0.988 0.425
H 4.073 -5.069 2.664 0.396
H -5.149 1.250 -0.424 0.463
H 0.302 -0.621 2.837 0.426
H -1.367 3.590 -0.109 0.380
H 2.981 0.650 -2.223 0.374
H -3.426 2.641 0.811 0.559
H -0.966 2.783 1.421 0.401
H 0.359 -3.140 1.810 0.424
H -1.821 0.849 -4.027 0.462
H 2.972 1.174 -0.016 0.459
H -0.054 1.066 -2.293 0.472
H 1.298 3.014 -0.620 0.400
H -2.660 1.083 1.083 0.354
H 1.770 0.290 2.391 0.331
H 3.790 -0.814 2.839 0.324
H -5.845 0.471 -2.653 0.409
H 1.692 -5.202 2.031 0.401
```